{"formula": "C4H9NOS", "method": "ωB97M-V with the def2-TZVPD basis set", "species": ["C", "C", "C", "C", "N", "O", "S", "H", "H", "H", "H", "H", "H", "H", "H", "H"], "xyz": [[0.70420, -0.35122, -0.92622], [1.85422, -1.59859, 0.73477], [-0.33940, 1.22863, 1.39703], [-1.84085, 0.39433, -1.92752], [1.52734, -1.14767, -0.54231], [-0.68927, 0.04372, 0.86496], [-0.00394, 0.52146, -2.10691], [2.75168, -1.05539, 1.22203], [2.23125, -2.69858, 0.73420], [0.92837, -1.57118, 1.44092], [-0.92701, 1.48625, 2.35768], [-0.72338, 2.04712, 0.75239], [0.76831, 1.36087, 1.38790], [-1.92478, 0.19376, -0.87469], [-2.23452, -0.23251, -2.69603], [-2.08222, 1.37900, -1.81818]], "multiplicity": 3, "energy_ha": -685.7484, "e_lumo_ev": [0.863, -1.868], "homo_ha": [-0.2018, -0.3326], "total_charge": 0, "largest_force_ha_per_bohr": 0.0732, "s2": 2.01, "e_above_lowest_kcal_mol": 67.5, "homo_lumo_gap_ev": [6.35, 7.18]}



{"formula": "C4H9NOS2", "method": "ωB97M-V with the def2-TZVPD basis set", "species": ["N", "C", "C", "S", "C", "O", "C", "S", "H", "H", "H", "H", "H", "H", "H", "H", "H"], "xyz": [[-1.65203, -1.47265, -0.07131], [-1.47175, -0.24817, 0.67959], [-1.29526, 0.96808, -0.24920], [0.11897, 0.96410, -1.36679], [1.47235, 1.30447, -0.27174], [1.91802, 0.15081, 0.46198], [2.26942, -0.92752, -0.23210], [2.19806, -2.40741, 0.39685], [-0.83862, -2.07659, -0.08762], [-2.48053, -1.96812, 0.27240], [-0.59069, -0.39217, 1.31559], [-2.34728, 0.02854, 1.31304], [-2.17205, 1.03815, -0.87961], [-1.25134, 1.85998, 0.35771], [1.28687, 2.09426, 0.45263], [2.26454, 1.71328, -0.88291], [2.57133, -0.62901, -1.20852]], "energy_ha": -1084.1385, "e_lumo_ev": 0.218, "homo_ha": -0.3282, "smiles": "NCCSCOC=S", "total_charge": 0, "largest_force_ha_per_bohr": 0.0274, "e_above_lowest_kcal_mol": 36.2, "homo_lumo_gap_ev": 9.15}



{"formula": "C4H9NOS2", "method": "ωB97M-V with the def2-TZVPD basis set", "species": ["C", "C", "C", "C", "N", "O", "S", "S", "H", "H", "H", "H", "H", "H", "H", "H", "H"], "xyz": [[1.04012, 0.33060, -1.63652], [2.06106, -0.53952, -0.79395], [-0.52179, 0.45653, 0.15288], [-2.31114, 0.13315, 2.13587], [0.24837, 1.18816, -0.84224], [0.28771, -2.36024, -0.66788], [-0.86609, 1.12990, 1.64319], [1.16701, -1.67825, 0.28128], [1.46778, 0.96187, -2.49007], [0.37012, -0.43613, -2.14506], [2.70147, -1.05586, -1.58476], [2.50438, 0.12425, -0.05450], [-1.26610, -0.29382, -0.12607], [-2.13536, -0.88900, 1.93502], [-3.27952, 0.60617, 1.63840], [-2.33929, 0.31924, 3.13710], [0.87128, 2.00295, -0.58269]], "energy_ha": -1084.0567, "e_lumo_ev": [0.326, -0.173], "homo_ha": [-0.2701, -0.2417], "total_charge": 0, "largest_force_ha_per_bohr": 0.0844, "e_above_lowest_kcal_mol": 87.6, "homo_lumo_gap_ev": [7.68, 6.41]}



{"formula": "C4H9NOSi", "method": "ωB97M-V with the def2-TZVPD basis set", "species": ["C", "N", "O", "C", "C", "C", "Si", "H", "H", "H", "H", "H", "H", "H", "H", "H"], "xyz": [[3.37526, 1.00307, 0.29874], [2.88678, 0.48174, -0.74464], [2.04377, -0.56859, -0.93060], [1.40296, -1.21727, 0.19836], [-0.11480, -1.29188, 0.02077], [-0.72820, -0.22841, -0.45129], [-2.61575, 0.14598, -0.53018], [3.79277, 1.94145, 0.11115], [2.88933, 0.78038, 1.31243], [1.64576, -0.62409, 1.06153], [1.84474, -2.17649, 0.26120], [-0.36807, -2.08509, 0.69825], [-0.11265, 0.46780, -0.92312], [-2.35721, 1.52987, -0.89386], [-3.50111, 0.05049, 0.59947], [-3.24155, -0.54640, -1.60936]], "energy_ha": -577.1169, "e_lumo_ev": 0.771, "homo_ha": -0.3576, "smiles": "C=NOC/C=C/[SiH3]", "total_charge": 0, "largest_force_ha_per_bohr": 0.0910, "e_above_lowest_kcal_mol": 149.0, "homo_lumo_gap_ev": 10.50}



{"formula": "C4H9NS", "method": "ωB97M-V with the def2-TZVPD basis set", "species": ["C", "C", "C", "C", "N", "S", "H", "H", "H", "H", "H", "H", "H", "H", "H"], "xyz": [[0.05276, 0.97693, -0.78376], [-0.16806, -0.39605, -0.22169], [0.48602, 0.71953, 0.63911], [-1.60466, -0.72219, 0.13675], [2.44324, 0.44307, 0.77185], [2.89030, -0.51576, -0.47327], [0.89098, 1.30312, -1.43038], [-0.79385, 1.68955, -0.87178], [0.32662, -1.32139, -0.30003], [0.35615, 1.08881, 1.65506], [-1.86345, -0.79313, 1.26304], [-1.75874, -1.65065, -0.49868], [-2.34519, -0.04632, -0.26326], [2.56334, 1.39382, 0.39880], [2.49853, -1.58441, 0.06553]], "energy_ha": -610.5866, "e_lumo_ev": 0.875, "homo_ha": -0.2900, "total_charge": 0, "largest_force_ha_per_bohr": 0.0949, "e_above_lowest_kcal_mol": 104.8, "homo_lumo_gap_ev": 8.77}



{"formula": "C4H9NS", "method": "ωB97M-V with the def2-TZVPD basis set", "species": ["C", "C", "C", "C", "N", "S", "H", "H", "H", "H", "H", "H", "H", "H", "H"], "xyz": [[-1.61396, 0.37780, -0.36772], [-0.81698, -0.94924, -0.27872], [0.46459, -0.83295, 0.58232], [1.53606, 0.06172, 0.14463], [1.22415, 1.39618, 0.06522], [3.03787, -0.35837, -0.32237], [-0.96280, 0.96275, -1.02349], [-2.55678, 0.19619, -0.87008], [-1.78336, 0.89225, 0.58045], [-0.48386, -1.34645, -1.23329], [-1.43554, -1.75206, 0.15228], [0.90509, -1.90355, 0.51409], [0.20470, -0.43817, 1.58349], [1.95685, 2.03172, 0.04126], [0.32398, 1.66217, 0.43193]], "energy_ha": -610.7383, "e_lumo_ev": 0.600, "homo_ha": -0.3052, "smiles": "CCCC(N)=S", "total_charge": 0, "largest_force_ha_per_bohr": 0.0583, "e_above_lowest_kcal_mol": 9.7, "homo_lumo_gap_ev": 8.90}



{"formula": "C4H9O", "method": "ωB97M-V with the def2-TZVPD basis set", "species": ["C", "O", "H", "H", "H", "C", "C", "C", "H", "H", "H", "H", "H", "H"], "xyz": [[-2.27912, -1.51883, -2.58826], [-2.67928, -2.19842, -1.50591], [-3.02314, -0.72492, -2.88199], [-1.30410, -0.94186, -2.59856], [-2.13552, -2.16867, -3.49544], [1.50773, 0.48642, 0.40755], [0.77118, 0.81713, 1.67731], [1.34474, 1.45338, 2.69843], [1.56807, 1.34670, -0.25596], [2.44591, -0.03964, 0.57111], [0.84932, -0.17588, -0.16303], [-0.23679, 0.43454, 1.79572], [0.74975, 1.76096, 3.54584], [2.42124, 1.46909, 2.79320]], "energy_ha": -232.9651, "e_lumo_ev": 3.398, "homo_ha": -0.0646, "total_charge": -1, "largest_force_ha_per_bohr": 0.0328, "e_above_lowest_kcal_mol": 33.8, "homo_lumo_gap_ev": 5.16}



{"formula": "C4H9O", "method": "ωB97M-V with the def2-TZVPD basis set", "species": ["C", "O", "H", "H", "H", "C", "C", "C", "H", "H", "H", "H", "H", "H"], "xyz": [[-0.88037, 0.78120, 2.29109], [-1.56737, 1.20331, 1.22340], [-1.43588, 0.37672, 3.18595], [-0.19423, -0.11215, 2.16535], [-0.14639, 1.55699, 2.64701], [0.29576, -0.86568, -0.22767], [0.23112, 0.01352, -1.44100], [0.90362, -0.13718, -2.57326], [1.11386, -0.65482, 0.46090], [-0.64146, -0.83648, 0.32580], [0.44876, -1.88085, -0.59773], [-0.45791, 0.84395, -1.27299], [0.71410, 0.60747, -3.34511], [1.61639, -0.89599, -2.84173]], "energy_ha": -232.9790, "e_lumo_ev": 3.982, "homo_ha": -0.0797, "total_charge": -1, "largest_force_ha_per_bohr": 0.0249, "e_above_lowest_kcal_mol": 25.1, "homo_lumo_gap_ev": 6.15}



{"formula": "C4H9O2", "method": "ωB97M-V with the def2-TZVPD basis set", "species": ["C", "C", "H", "H", "H", "H", "H", "H", "C", "C", "O", "O", "H", "H", "H"], "xyz": [[-0.69055, 0.93610, 1.96452], [-0.27125, 1.46059, 0.55222], [0.13715, 0.64017, 2.58965], [-1.31947, 1.73540, 2.38353], [-1.47922, 0.14618, 1.94865], [-1.03700, 1.06445, -0.14198], [0.57853, 0.90468, 0.16370], [-0.23924, 2.53466, 0.66759], [1.09212, -0.91147, -1.30530], [-0.17510, -1.87799, -1.70019], [-1.23042, -1.54527, -1.11958], [0.20500, -2.89255, -2.27423], [1.93384, -0.96779, -2.02764], [1.47319, -1.35383, -0.36668], [1.02243, 0.12667, -1.33426]], "energy_ha": -308.3038, "e_lumo_ev": 3.953, "homo_ha": -0.1380, "total_charge": -1, "largest_force_ha_per_bohr": 0.0623, "e_above_lowest_kcal_mol": 25.8, "homo_lumo_gap_ev": 7.71}



{"formula": "C4H9O2", "method": "ωB97M-V with the def2-TZVPD basis set", "species": ["C", "C", "O", "O", "H", "H", "H", "C", "C", "H", "H", "H", "H", "H", "H"], "xyz": [[-0.26977, 0.41999, 1.41510], [1.09834, 0.49735, 0.72478], [1.56931, 1.66723, 0.71502], [1.66436, -0.56082, 0.38086], [-0.64138, 1.41344, 1.57110], [-0.05966, 0.19396, 2.47277], [-0.96295, -0.31840, 0.98196], [-2.01045, -0.32975, -1.75427], [-1.22055, -1.49508, -1.24702], [-2.91773, 0.01296, -1.22370], [-1.37108, 0.57472, -1.63260], [-2.50226, -0.38961, -2.73128], [-0.71245, -1.99864, -2.07120], [-0.40399, -1.17050, -0.56901], [-1.90337, -2.14549, -0.67162]], "energy_ha": -308.3205, "e_lumo_ev": 3.930, "homo_ha": -0.1401, "total_charge": -1, "largest_force_ha_per_bohr": 0.0514, "e_above_lowest_kcal_mol": 15.3, "homo_lumo_gap_ev": 7.74}



{"formula": "C4H9O2", "method": "ωB97M-V with the def2-TZVPD basis set", "species": ["C", "O", "H", "H", "H", "C", "O", "C", "C", "H", "H", "H", "H", "H", "H"], "xyz": [[-2.49257, 0.85664, -0.83463], [-1.52133, 0.68392, 0.12432], [-3.49867, 0.72034, -0.39704], [-2.47434, 1.86222, -1.29530], [-2.39137, 0.12314, -1.65069], [1.03476, -1.16984, -0.31206], [0.37559, -0.23492, -1.05242], [1.61700, -0.70132, 0.99571], [1.52640, 0.52406, 1.47516], [1.87093, -1.58728, -0.90068], [0.39059, -2.04195, -0.06688], [-0.57240, 0.25247, -0.41187], [2.14123, -1.45967, 1.58683], [1.95695, 0.78288, 2.43515], [0.98306, 1.27859, 0.92950]], "energy_ha": -308.2571, "e_lumo_ev": 4.434, "homo_ha": -0.1321, "total_charge": -1, "largest_force_ha_per_bohr": 0.0091, "e_above_lowest_kcal_mol": 55.1, "homo_lumo_gap_ev": 8.03}



{"formula": "C4H9O2", "method": "ωB97M-V with the def2-TZVPD basis set", "species": ["C", "C", "H", "H", "H", "H", "H", "H", "C", "C", "O", "O", "H", "H", "H"], "xyz": [[-0.64924, -1.92934, 0.01141], [0.57514, -2.81456, 0.29782], [-1.38934, -2.65033, -0.30284], [-0.97284, -1.26597, 0.83887], [-0.56224, -1.11747, -0.70922], [1.02473, -3.15383, -0.62836], [0.34322, -3.72775, 0.81882], [1.34545, -2.29168, 0.90176], [-0.41281, 2.88105, 0.25732], [0.71490, 2.49308, -0.79780], [1.69979, 3.22894, -0.89741], [0.43359, 1.43435, -1.41318], [-0.65550, 2.11163, 1.03123], [-1.36792, 3.03880, -0.25088], [-0.12693, 3.76308, 0.84246]], "energy_ha": -308.3280, "e_lumo_ev": 3.793, "homo_ha": -0.1404, "total_charge": -1, "largest_force_ha_per_bohr": 0.0359, "e_above_lowest_kcal_mol": 10.6, "homo_lumo_gap_ev": 7.61}



{"formula": "C4H9O2", "method": "ωB97M-V with the def2-TZVPD basis set", "species": ["C", "C", "H", "H", "H", "H", "H", "H", "C", "C", "O", "O", "H", "H", "H"], "xyz": [[-0.62208, -1.45217, -1.28758], [0.69920, -0.98056, -1.88487], [-0.42139, -2.21067, -0.53352], [-1.16044, -0.64796, -0.79560], [-1.25009, -1.91174, -2.04441], [0.50997, -0.58077, -2.88696], [1.53430, -1.66312, -2.04306], [1.06015, -0.14061, -1.29872], [0.28068, 1.23456, 2.40470], [-0.51908, 1.53841, 1.16326], [0.13047, 1.49261, 0.03896], [-1.70803, 1.76904, 1.13293], [0.81029, 0.28326, 2.29728], [-0.40414, 1.27255, 3.24502], [1.06021, 1.99718, 2.49258]], "multiplicity": 2, "energy_ha": -308.2099, "e_lumo_ev": [0.813, -3.089], "homo_ha": [-0.4197, -0.3993], "total_charge": 0, "largest_force_ha_per_bohr": 0.0254, "s2": 0.76, "e_above_lowest_kcal_mol": 2.1, "homo_lumo_gap_ev": [12.23, 7.78]}



{"formula": "C4H9O2P", "method": "ωB97M-V with the def2-TZVPD basis set", "species": ["C", "C", "C", "C", "O", "O", "P", "H", "H", "H", "H", "H", "H", "H", "H", "H"], "xyz": [[0.41060, -0.24250, 0.07243], [-1.13636, -0.83150, 0.41743], [0.53813, 1.14275, 0.52522], [-2.05748, -0.49165, -0.69529], [1.81207, -0.72664, 0.41430], [3.62953, 0.73255, -0.80195], [3.46678, -0.32125, 0.17537], [-1.03175, -1.91368, 0.72788], [-1.33129, -0.29228, 1.37606], [1.45282, 1.54087, 0.07112], [0.51827, 1.25718, 1.66181], [-0.21596, 1.93933, 0.09926], [-1.95147, 0.51537, -0.96521], [-3.06882, -0.85154, -0.51145], [-1.56241, -0.99355, -1.55548], [0.52736, -0.46346, -1.01148]], "multiplicity": 3, "energy_ha": -649.4613, "e_lumo_ev": [1.014, -3.668], "homo_ha": [-0.2490, -0.3817], "total_charge": 0, "largest_force_ha_per_bohr": 0.1240, "s2": 2.01, "e_above_lowest_kcal_mol": 21.9, "homo_lumo_gap_ev": [7.79, 6.72]}



{"formula": "C4H9O2S", "method": "ωB97M-V with the def2-TZVPD basis set", "species": ["O", "C", "O", "H", "C", "C", "S", "C", "H", "H", "H", "H", "H", "H", "H", "H"], "xyz": [[0.63586, -2.43647, 0.60900], [0.49412, -1.89296, 1.72819], [0.62273, -0.68212, 2.01914], [0.23217, -2.58394, 2.56384], [-0.06268, -0.56532, -2.17529], [-0.15656, -0.00147, -0.77847], [-0.29267, 1.83157, -0.79960], [-0.26167, 2.22971, 0.97982], [-0.02287, -1.65818, -2.09859], [0.87230, -0.27882, -2.66749], [-0.89851, -0.33744, -2.84154], [0.68216, -0.25322, -0.15343], [-1.09176, -0.34134, -0.32845], [-1.27159, 2.43314, 1.33406], [0.17906, 1.40414, 1.53436], [0.33990, 3.13270, 1.07444]], "energy_ha": -706.5295, "e_lumo_ev": 3.476, "homo_ha": -0.1558, "total_charge": -1, "largest_force_ha_per_bohr": 0.0259, "e_above_lowest_kcal_mol": 11.6, "homo_lumo_gap_ev": 7.71}



{"formula": "C4H9O2S", "method": "ωB97M-V with the def2-TZVPD basis set", "species": ["C", "S", "H", "H", "H", "H", "C", "C", "C", "O", "O", "H", "H", "H", "H", "H"], "xyz": [[0.83706, 1.95760, 1.65325], [1.72925, 3.15058, 0.76361], [1.68807, 2.69875, -0.49929], [0.95563, 1.98285, 2.74150], [1.08756, 0.88899, 1.51890], [-0.23929, 1.96346, 1.46343], [-0.89555, -1.15859, -0.17849], [-1.30972, -1.02199, -1.60250], [0.54997, -1.71340, -0.09624], [1.45370, -0.83541, -0.19278], [0.63942, -2.95346, -0.07888], [-0.85673, -0.10397, 0.15038], [-1.50800, -1.78054, 0.47350], [-1.28378, -1.99543, -2.10887], [-0.55099, -0.47076, -2.17015], [-2.29658, -0.60869, -1.83737]], "energy_ha": -706.5171, "e_lumo_ev": 3.187, "homo_ha": -0.1499, "total_charge": -1, "largest_force_ha_per_bohr": 0.0657, "e_above_lowest_kcal_mol": 19.4, "homo_lumo_gap_ev": 7.26}